(1)
Below is 2 unconnected molecules or ions with the total composition C33H65N3O3Si2, with properties calculated with ωB97M-V with the def2-TZVPD basis set.

Summary:
F_max: 8.99 eV/Å
energy: -61623.6969 eV
E_HOMO: -4.86 eV

```
! RIJCOSX wB97M-V def2-TZVPD def2/J DEFGRID3
* xyz 0 1
H 0.23387 -0.04021 -2.25392
C 4.87102 -0.88353 1.37727
C 6.10658 -0.67033 -3.84344
H 0.91485 -1.75996 -1.88734
C -7.98025 4.44171 0.26151
H 0.46988 1.52029 -0.69765
C 0.01445 -1.04570 -1.65018
H 8.92092 -3.88704 -1.24143
C -1.47414 -4.31105 0.77705
H -5.19006 0.27905 -2.09576
H 6.56747 -1.71892 -4.13398
H 5.88573 -0.00527 -4.78081
H -8.23875 2.25568 -4.41701
H -8.26624 5.22305 -3.65954
C -1.09825 1.57103 1.03794
C -8.59790 1.80089 -3.48913
H -9.45867 2.36835 -3.13006
H -2.98488 -3.26874 -2.02295
H 0.22823 -4.87748 2.21612
H 10.01424 -0.95167 3.57846
H -3.03031 4.13056 0.45520
H 0.65081 -3.37721 1.13255
C 7.52534 0.23147 -0.40745
H 2.91528 -1.89217 5.95026
C 1.57341 -2.72012 4.26387
C -0.84552 -2.92463 2.93520
C -1.15349 -4.02382 -0.82576
H 2.69646 -1.22996 1.92140
H -2.13556 -0.84701 -2.57424
N 7.30682 -0.72355 -1.55948
H 1.35604 -3.56855 5.06427
C -6.06102 6.11474 -1.36015
H -7.19149 1.09500 0.19622
H -5.62801 6.32884 -2.34159
H 0.53497 -1.04299 3.02711
O 9.26269 -1.55981 3.90283
H -5.25060 5.90514 -0.65504
H -1.67750 0.78489 1.71187
C 6.39875 -0.70130 1.94262
H -0.33789 -1.54565 4.68008
H 8.44288 0.27329 1.67883
C 0.22330 -1.95878 3.71800
C 7.25219 0.06861 -2.87493
H -8.83605 3.76373 0.26320
H -0.02736 -3.76701 -1.03412
C 0.20379 0.91360 0.26798
H 8.33418 -1.49318 1.03081
H -7.22567 4.05720 0.95433
C 2.55189 -1.51183 4.87966
H 7.00423 1.21038 -2.71337
H 8.24882 0.02534 -3.48727
H -5.56590 0.71238 -3.78022
C 8.03216 -3.31413 -1.74255
H -3.21308 1.61481 0.11283
H 8.46275 0.92219 -0.60717
O 9.75039 -1.37256 -1.87379
H 0.76601 -1.28102 0.54267
H -0.73421 2.46690 1.71113
H -8.81360 1.64160 -0.27922
H -1.35631 -3.62503 3.72207
C 8.13306 -0.65503 4.29987
H -1.37207 -5.02762 -1.43020
O 8.42978 0.28635 5.21616
C -0.19799 -3.87520 1.76652
H 5.17701 -0.84895 -3.14145
Si -7.26198 4.65581 -1.45815
H 6.59853 0.96333 -0.28895
C -0.07251 -0.70513 -0.04889
H -6.59129 7.00925 -1.01683
H -9.00430 6.16652 -2.35802
C 3.80943 -1.22456 3.84155
Si -7.22978 1.72141 -2.20841
H -1.73306 -5.45333 0.94033
H -2.12075 4.09531 -1.27580
H -8.32964 5.40511 0.64560
H -6.51013 -0.53988 -2.95114
H -8.95012 0.79093 -3.72415
H -9.48052 4.48884 -2.59161
C -7.94054 1.06911 -0.59931
H -2.44884 -3.71098 1.06056
H -1.03683 -2.16998 -3.34745
H 7.72178 -3.70731 -2.80063
N -6.39973 3.24344 -2.01091
C 6.62149 -0.79399 3.59764
C -1.34579 -1.68962 -2.30042
H -1.78468 1.65595 -1.15480
H -8.26032 0.02677 -0.72515
H -1.62756 -2.19776 2.40820
C -5.99888 0.41929 -2.81847
H -1.09046 4.11707 0.32492
H 2.20163 -3.17970 3.35984
C -8.63167 5.17413 -2.63073
H 1.92735 -0.50759 5.01393
C 5.29870 -1.04317 4.55261
N 3.67527 -1.11809 2.32442
H 7.11903 -3.37576 -0.97700
H 4.68215 -0.84760 0.19902
C -2.10490 -2.80302 -1.36677
H 5.47078 -1.09182 5.72873
C 7.75614 -0.47607 1.05261
C -2.10939 3.71167 -0.14592
C -2.15848 2.07212 -0.11090
C 8.45086 -1.69472 -1.74882
H -1.09825 -0.94883 0.45888
H 1.11151 0.98511 1.03855
H -2.64176 -2.19236 -0.49287
*
```



(2)
Below is a molecular structure, C7H12I2NS, with properties calculated with ωB97M-V with the def2-TZVPD basis set.

Summary:
F_max: 6.50 eV/Å
energy: -35970.9203 eV
E_HOMO: -12.34 eV

```
! RIJCOSX wB97M-V def2-TZVPD def2/J DEFGRID3
* xyz 1 1
H 0.63524 -0.53178 -1.33026
H 3.16743 -1.68666 -0.07457
H -0.85732 3.51140 -2.00487
H 0.49602 3.05915 -0.79280
C 0.16462 -0.59101 -0.33508
C -2.31080 1.14736 -1.30707
C -0.52367 2.85006 -1.18309
H 2.65333 0.04766 -0.10046
C -0.98912 1.63814 -0.87510
C 2.52307 -0.89589 0.35694
S -1.08030 -2.36829 1.58593
C 0.63029 -2.13978 1.56287
C -0.19579 0.85883 0.13578
H -0.80184 0.90898 0.96914
H -2.41702 0.31805 -1.90469
H 3.07533 -0.59267 1.33388
I -1.41960 -4.10101 3.16668
H -2.77924 1.97804 -1.89005
H -0.75092 -1.31480 -0.58690
I 2.02763 -2.98743 2.90691
H -3.12079 0.87374 -0.57019
H 0.74683 1.31094 0.48644
N 1.12662 -1.29301 0.45055
*
```



(3)
Below is a molecular structure, C13H21BN6NiO, with properties calculated with ωB97M-V with the def2-TZVPD basis set.

Summary:
relative energy (zero: lowest compared OMol25 entry of this formula, charge and spin): 0.000 eV
F_max: 4.36 eV/Å
⟨S²⟩: 2.01
energy: -66530.5957 eV
E_HOMO (alpha / beta): -8.48 / -8.44 eV

```
! RIJCOSX wB97M-V def2-TZVPD def2/J DEFGRID3
* xyz 0 3
N 0.57872 2.14964 -1.54557
H -1.45286 -3.24443 1.80998
H -3.22147 -0.94066 -1.25665
C -0.68161 0.15580 3.89327
H -1.41719 -0.64119 4.05911
N -0.68777 0.43943 -2.74596
C 2.16981 -1.59634 -0.57536
N -1.30569 -0.08877 -1.60414
H -2.69997 -2.33996 2.71274
H 1.73932 -1.18130 4.40989
C 2.78758 -0.59338 -2.47976
C -0.02300 2.93988 0.41545
C -2.53958 -0.49845 -1.98157
C 3.15950 -1.58438 -1.57267
C 0.79647 3.48089 -1.59400
C 1.25339 -1.43860 3.46451
N 1.22767 -0.68014 -0.87924
B 0.73262 1.06456 -2.64211
H 4.02690 -2.21278 -1.63164
N 0.05528 1.80351 -0.30452
C 0.40729 -0.29528 2.94149
H 3.24517 -0.23498 -3.38655
H 1.19266 3.92262 -2.49443
H -1.22638 0.71602 -4.76433
H -0.25224 0.43165 4.86195
H -3.06786 -2.96696 1.07619
Ni -0.54054 -0.23358 0.04496
O -0.12122 -0.74880 1.72675
N 1.62769 -0.05170 -2.05464
H 2.02482 -1.69579 2.73184
H 1.13614 1.49170 -3.67853
C -1.53393 0.34809 -3.79186
H 0.45941 5.05814 -0.09244
C -2.27769 -2.52194 1.70473
C -2.71671 -0.24712 -3.34535
H -1.20588 1.03400 3.50427
H -0.38618 2.94717 1.43314
H 0.62527 -2.32715 3.61490
C 0.42069 4.01945 -0.36841
H 2.08912 -2.20087 0.31889
H -3.58660 -0.45979 -3.94865
H 1.06847 0.56810 2.76067
H -1.87961 -1.54631 1.25368
*
```